Entry 1:
The following is a quantum chemistry calculation of a cluster of 5 separate species, C36H65NO17P in total, from OMol25.

HOMO-LUMO gap (alpha / beta) = 8.287 / 9.689 eV
LUMO level (alpha / beta) = 0.24 / 0.24 eV
Electronic energy = -83975.0292 eV
HOMO (alpha / beta) = -0.29573 / -0.34717 hartree
Largest force on an atom = 0.59 eV/Å
Spin multiplicity = 2

Last column: Löwdin spin population.
Positions of all 120 atoms, in Å:
C -5.7489 -4.5071 -0.8665  0.000
O -5.9611 -4.5047 0.5267  0.000
C -5.8279 -3.2319 1.1481  0.000
C -4.8448 -3.3093 2.3067  0.000
C -3.3779 -3.1025 1.8960  0.000
C -2.4250 -4.2085 2.3530  0.000
C -1.1247 -4.2208 1.5406  0.000
C 0.1143 -4.7507 2.2912  0.000
C 1.2655 -3.7342 2.3160  0.000
C 2.0315 -3.6087 0.9919  0.001
C 1.4712 -2.5563 0.0361  0.006
C 2.4224 -2.2868 -1.1253  0.001
C 2.1133 -1.0638 -2.0253  0.001
P 3.1819 -1.2731 -3.4891  0.000
O 4.6105 -1.2630 -3.1807  0.000
O 2.6919 -2.5990 -4.2510  0.000
O 2.8066 -0.0917 -4.5144  0.000
C 0.6450 -0.9723 -2.4770  -0.001
C -0.3679 -0.2623 -1.5390  0.026
C -1.4304 -1.2342 -0.9897  0.004
C -1.0881 0.8416 -2.3234  0.021
N 0.3273 0.3505 -0.3667  0.401
O -0.4596 0.8650 0.4958  0.480
C 1.6518 1.0257 -0.4650  0.026
C 1.4658 2.4798 -0.9172  0.020
C 2.2458 1.0287 0.9449  0.005
C 2.6037 0.2728 -1.4206  -0.001
H -6.3130 -3.7101 -1.3647  0.000
H -6.0952 -5.4666 -1.2482  0.000
H -4.6865 -4.3909 -1.1147  0.000
H -5.4785 -2.4978 0.4127  0.000
H -6.8139 -2.9036 1.4927  0.000
H -4.9631 -4.2930 2.7684  0.000
H -5.1430 -2.5724 3.0568  0.000
H -3.0151 -2.1443 2.2782  0.000
H -3.3178 -3.0353 0.8034  0.000
H -2.1830 -4.0781 3.4125  0.000
H -2.9386 -5.1702 2.2685  0.000
H -0.9334 -3.1950 1.2141  0.000
H -1.2907 -4.8060 0.6315  0.000
H -0.1675 -4.9759 3.3233  0.000
H 0.4587 -5.6856 1.8454  0.000
H 0.8119 -2.7745 2.5912  0.000
H 1.9649 -3.9873 3.1157  0.000
H 2.0419 -4.5823 0.4893  0.000
H 3.0719 -3.3416 1.2078  0.000
H 0.5200 -2.9130 -0.3630  0.000
H 1.2650 -1.6409 0.5932  0.003
H 2.4535 -3.1900 -1.7456  0.000
H 3.4404 -2.1649 -0.7453  0.000
H 1.7735 -2.8508 -4.0844  0.000
H 2.1473 -0.3218 -5.1807  0.000
H 0.6138 -0.4306 -3.4245  0.000
H 0.2727 -1.9823 -2.6802  0.000
H -2.4105 -0.9962 -1.4024  0.000
H -1.2082 -2.2731 -1.2336  0.000
H -1.5060 -1.1428 0.0906  -0.001
H -1.8178 1.3341 -1.6827  0.002
H -1.6205 0.3834 -3.1596  0.002
H -0.4061 1.5852 -2.7308  0.000
H 2.3259 3.0723 -0.6024  0.002
H 1.3929 2.5780 -1.9999  0.000
H 0.5696 2.8987 -0.4645  0.002
H 1.6301 1.6182 1.6210  0.000
H 2.3243 0.0142 1.3392  0.000
H 3.2493 1.4544 0.9047  0.000
H 2.8494 0.9608 -2.2322  0.000
H 3.5428 0.0709 -0.9044  0.000
C 7.2866 1.9699 -4.7674  0.000
C 6.7000 2.4736 -3.4775  0.000
C 5.2965 1.9991 -3.1674  0.000
O 4.7751 3.0861 -2.3881  0.000
C 5.4334 4.2132 -2.7512  0.000
O 5.1157 5.3146 -2.4356  0.000
O 6.5030 3.9039 -3.5190  0.000
H 6.6665 2.2785 -5.6094  0.000
H 8.2932 2.3572 -4.9160  0.000
H 7.3299 0.8802 -4.7428  0.000
H 7.3646 2.2679 -2.6331  0.000
H 5.2479 1.0738 -2.6006  0.000
H 4.6967 1.8991 -4.0760  0.000
C -3.5257 5.7432 0.7382  0.000
C -2.5047 4.8880 0.0432  0.000
C -1.2209 5.5864 -0.3635  0.000
O -0.8258 4.8491 -1.5254  0.000
C -1.9382 4.3113 -2.0779  0.000
O -1.9692 3.7803 -3.1428  0.000
O -2.9912 4.4489 -1.2471  0.000
H -3.8237 6.5749 0.0983  0.000
H -4.4142 5.1686 0.9911  0.000
H -3.1163 6.1403 1.6672  0.000
H -2.2774 3.9865 0.6197  0.000
H -0.4277 5.5443 0.3777  0.000
H -1.4080 6.6232 -0.6556  0.000
C -6.6452 9.7852 1.3024  0.000
C -6.9800 8.5814 2.1402  0.000
C -7.2317 8.8447 3.6131  0.000
O -6.8120 7.6180 4.2192  0.000
C -5.8885 7.0465 3.4106  0.000
O -5.2043 6.1211 3.7053  0.000
O -5.8549 7.6825 2.2161  0.000
H -5.7471 10.2730 1.6822  0.000
H -6.4746 9.5015 0.2654  0.000
H -7.4725 10.4956 1.3326  0.000
H -7.8116 8.0168 1.7086  0.000
H -8.2697 9.0373 3.8678  0.000
H -6.5973 9.6539 3.9850  0.000
C 6.3812 -7.2604 2.7392  0.000
C 5.0582 -6.5986 2.4671  0.000
C 4.0023 -6.7504 3.5469  0.000
O 2.7896 -6.7027 2.7909  0.000
C 3.0598 -7.1347 1.5346  0.000
O 2.2358 -7.3923 0.7177  0.000
O 4.3954 -7.2220 1.3483  0.000
H 6.2460 -8.3330 2.8807  0.000
H 7.0705 -7.1038 1.9116  0.000
H 6.8248 -6.8376 3.6419  0.000
H 5.1870 -5.5421 2.2129  0.000
H 3.9982 -5.9554 4.2875  0.000
H 4.0707 -7.7233 4.0409  0.000

***

Entry 2:
The following is a quantum chemistry calculation of a cluster of 13 separate species, C36H66B7F28N12 in total at a distorted geometry, from OMol25.

HOMO-LUMO gap = 4.782 eV
LUMO level = -1.07 eV
Total charge = -1
Electronic energy = -137134.2468 eV
HOMO = -0.21497 hartree
Largest force on an atom = 7.26 eV/Å

Last column: Mulliken charge in e.
Positions of all 149 atoms, in Å:
C 6.4680 -3.9078 1.5100  -1.225
C 6.3257 -4.3658 3.0426  -0.315
N 5.6214 -3.3880 3.7734  0.264
C 6.0076 -2.6119 4.8128  -0.415
C 5.0093 -1.7646 5.3361  -0.322
N 3.8776 -2.0822 4.6606  0.163
C 4.2591 -3.1454 3.7267  -0.282
C 2.5586 -1.6175 5.0603  -0.783
H 6.6918 -2.8845 1.2085  0.420
H 5.6839 -4.1536 0.7938  0.338
H 7.3793 -4.2199 0.9999  0.410
H 7.3731 -4.3915 3.3432  0.283
H 5.8713 -5.3530 2.9583  0.269
H 7.0828 -2.6949 4.8722  0.331
H 4.8495 -1.0185 6.1005  0.513
H 3.6129 -3.6344 3.0129  0.343
H 2.3239 -2.0657 6.0258  0.352
H 1.9699 -1.9303 4.1980  0.313
H 2.6381 -0.5336 5.1434  0.346
C -5.2378 5.8779 -0.2522  -1.015
C -6.6756 5.5039 -0.5388  -0.406
N -7.2698 4.8142 0.5765  0.215
C -7.7246 3.5273 0.6875  -0.390
C -8.0682 3.2637 2.0173  -0.465
N -7.8260 4.4154 2.7515  0.171
C -7.4735 5.3888 1.8352  -0.270
C -7.9937 4.5260 4.1500  -0.783
H -4.6695 4.9863 0.0129  0.240
H -5.3275 6.6757 0.4850  0.362
H -4.7406 6.1111 -1.1938  0.391
H -6.6934 4.7755 -1.3494  0.331
H -7.2758 6.3467 -0.8816  0.275
H -7.8394 3.1119 -0.3028  0.510
H -8.5069 2.4123 2.5163  0.518
H -7.1328 6.3547 2.1778  0.318
H -8.1112 3.5726 4.6650  0.348
H -8.9152 4.9847 4.5087  0.327
H -7.1626 5.0989 4.5612  0.323
C -2.1884 -0.8050 0.9229  -1.144
C -2.8929 0.5423 1.0767  -0.509
N -2.0965 1.4384 1.8503  0.231
C -2.1367 1.8089 3.1909  -0.393
C -1.1100 2.7298 3.3474  -0.485
N -0.4067 2.8930 2.1332  0.190
C -1.0297 2.0786 1.2493  -0.456
C 0.5492 3.9373 1.8829  -0.844
H -2.3237 -1.4670 1.7782  0.366
H -1.1321 -0.7698 0.6564  0.357
H -2.7158 -1.3767 0.1592  0.369
H -3.8899 0.4440 1.5063  0.396
H -2.9315 1.0182 0.0968  0.289
H -2.8220 1.4671 3.9524  0.557
H -0.7923 3.2480 4.2401  0.517
H -0.5611 1.9520 0.2845  0.535
H 0.1628 4.4329 0.9922  0.358
H 1.4873 3.4561 1.6063  0.322
H 0.6422 4.7062 2.6499  0.346
C -3.6926 -8.9812 -3.8083  -1.094
C -4.0048 -9.2486 -5.3029  -0.472
N -3.8965 -10.7759 -5.5685  0.129
C -4.6084 -11.7339 -4.7843  -0.192
C -4.3831 -12.8930 -5.3721  -0.586
N -3.5614 -12.7828 -6.4439  0.174
C -3.3182 -11.5130 -6.5700  -0.060
C -2.8997 -13.8211 -7.1781  -0.790
H -2.6998 -9.2455 -3.4441  0.330
H -4.5529 -9.2442 -3.1928  0.354
H -3.5191 -7.9083 -3.7249  0.394
H -3.2746 -8.7786 -5.9616  0.333
H -4.8510 -8.8907 -5.8894  0.385
H -5.1209 -11.3430 -3.9177  0.400
H -4.6396 -13.8734 -4.9987  0.387
H -2.6210 -11.0442 -7.2486  0.343
H -2.8164 -14.7947 -6.6951  0.333
H -1.9145 -13.4518 -7.4627  0.294
H -3.4771 -13.9927 -8.0866  0.338
C 1.8640 -1.2256 -10.7702  -1.005
C 0.6497 -2.1830 -10.3774  -0.507
N 0.5324 -2.2185 -8.8918  0.206
C -0.5499 -1.8249 -8.1667  -0.265
C -0.2786 -2.0617 -6.7657  -0.395
N 0.8892 -2.7811 -6.6382  0.196
C 1.4635 -2.6794 -7.9979  -0.279
C 1.5218 -3.2250 -5.4383  -0.825
H 1.5111 -0.2086 -10.5996  0.331
H 1.9907 -1.2492 -11.8525  0.360
H 2.8255 -1.4953 -10.3332  0.356
H 0.8038 -3.2193 -10.6782  0.333
H -0.3158 -1.9301 -10.8155  0.300
H -1.3916 -1.4811 -8.7495  0.389
H -0.8625 -2.0262 -5.8578  0.443
H 2.4172 -3.0585 -8.3345  0.324
H 2.5918 -3.4087 -5.5361  0.335
H 1.3786 -4.2876 -5.2423  0.346
H 1.2331 -2.6988 -4.5284  0.357
C 8.0013 5.1256 4.0947  -1.054
C 7.3834 6.4100 4.6390  -0.430
N 8.3508 7.4489 4.4113  0.180
C 9.6376 7.7422 4.9318  -0.372
C 10.2437 8.7655 4.1578  -0.408
N 9.2658 9.2260 3.2948  0.151
C 8.1881 8.4018 3.4129  -0.246
C 9.5689 10.2142 2.2621  -0.932
H 8.9131 4.8474 4.6231  0.315
H 8.3006 5.3499 3.0709  0.325
H 7.4494 4.1877 4.0328  0.371
H 7.3100 6.2905 5.7199  0.290
H 6.3914 6.6240 4.2412  0.379
H 10.0526 7.1646 5.7446  0.414
H 11.1722 9.3156 4.2002  0.436
H 7.3832 8.3036 2.6996  0.484
H 8.7183 10.4752 1.6325  0.381
H 10.3933 9.9217 1.6117  0.353
H 9.7264 11.1729 2.7562  0.361
B -2.1816 -5.9572 6.1572  0.610
F -1.1955 -5.5754 5.2555  -0.430
F -1.7018 -5.8908 7.4327  -0.409
F -3.1957 -5.0576 6.2623  -0.371
F -2.8674 -7.1396 6.0841  -0.400
B 3.5926 10.9239 0.2887  0.628
F 4.0687 11.7761 -0.7550  -0.422
F 2.1731 10.9025 0.1241  -0.417
F 4.0112 9.5963 0.1483  -0.405
F 4.0646 11.5440 1.4132  -0.384
B -7.6486 -2.2899 6.7083  0.619
F -6.4437 -1.6193 6.9486  -0.461
F -8.4953 -1.3940 6.1618  -0.399
F -7.1975 -3.1611 5.8306  -0.352
F -8.0506 -2.8699 7.8938  -0.407
B -7.4212 -2.0839 -3.2209  0.612
F -7.2179 -2.1312 -1.8279  -0.436
F -6.5734 -2.8325 -3.9749  -0.407
F -8.6606 -2.3334 -3.6761  -0.383
F -7.2002 -0.7889 -3.4729  -0.386
B 4.2734 0.8618 -1.3393  0.637
F 5.3685 0.9010 -0.5407  -0.384
F 3.7367 2.0839 -1.7708  -0.397
F 4.7221 0.1462 -2.4613  -0.420
F 3.3678 0.1153 -0.5470  -0.436
B 1.3169 3.3938 9.8240  0.611
F 2.4705 2.9138 9.2443  -0.413
F 0.2424 2.6002 9.5825  -0.396
F 1.4539 3.4197 11.1763  -0.390
F 0.8846 4.5871 9.2891  -0.412
B -1.9050 3.5932 -6.1720  0.592
F -2.0802 2.7909 -5.1160  -0.358
F -0.5661 3.6366 -6.5798  -0.436
F -2.7007 3.2912 -7.2567  -0.406
F -2.0881 4.9204 -6.0087  -0.393